#1
DFT (ωB97M-V/def2-TZVPD) results for one molecule with the formula C4H4N2.

Summary:
net charge = 0
SMILES string = c1ccnnc1
HOMO energy = -9.262 eV

The geometry in XYZ format:
```
10
C4H4N2 (ωB97M-V/def2-TZVPD)
C -0.25207 -0.59630 0.86992
C 0.98096 -0.43352 0.16305
C 1.02035 0.47651 -0.89722
N -0.14903 1.14261 -1.31428
N -1.30061 0.90300 -0.74124
C -1.38952 0.04532 0.37385
H -0.16791 -1.22255 1.77488
H 1.79608 -1.07845 0.53303
H 1.89500 0.77871 -1.51172
H -2.43325 -0.01534 0.74973
```

=====

#2
DFT (ωB97M-V/def2-TZVPD) results for one molecule with the formula C4H4N2.

Summary:
net charge = 0
SMILES string = C1#CN=NCC1
HOMO energy (spin up / spin down) = -8.956 / -8.958 eV

The geometry in XYZ format:
```
10
C4H4N2 (ωB97M-V/def2-TZVPD)
C 1.28197 -1.08625 -1.16241
C 0.62115 -2.07288 -1.60940
N -0.69483 -2.05090 -1.93115
N -1.25331 -1.28635 -1.15623
C -0.80632 -0.55983 -0.10049
C 0.84269 0.02546 -0.40857
H -0.70748 -1.22881 0.70731
H -1.41190 0.17540 0.14781
H 1.27416 0.18508 0.60579
H 0.88560 0.98765 -0.98737
```

=====

Winner for stability: #1

=====

#1
DFT (ωB97M-V/def2-TZVPD) results for one molecule with the formula C4H4N2.

Summary:
net charge = 0
HOMO energy (spin up / spin down) = -8.356 / -7.766 eV

The geometry in XYZ format:
```
10
C4H4N2 (ωB97M-V/def2-TZVPD)
N -1.17464 -0.89232 -0.49150
C -0.29603 0.10747 -0.09880
C 1.10048 -0.15434 0.01502
C 2.27884 -0.42558 0.04846
C -0.81109 1.39550 0.33673
N -1.17451 2.52303 0.47838
H -1.54781 -0.80147 -1.43103
H -0.83841 -1.83049 -0.31847
H -0.87620 0.80463 1.35404
H 3.32414 -0.65119 0.09212
```

=====

#2
DFT (ωB97M-V/def2-TZVPD) results for one molecule with the formula C4H4N2.

Summary:
net charge = 0
SMILES string = c1cnccn1
HOMO energy = -9.527 eV

The geometry in XYZ format:
```
10
C4H4N2 (ωB97M-V/def2-TZVPD)
C 0.96446 0.86861 0.03017
C 1.25280 -0.48605 -0.01793
N 0.29130 -1.31387 -0.01812
C -0.97875 -0.85144 0.01450
C -1.26327 0.45891 -0.02034
N -0.27148 1.33478 -0.01146
H 1.79360 1.63800 0.13892
H 2.29752 -0.79396 -0.08711
H -1.74618 -1.63967 0.22075
H -2.33507 0.70909 -0.10397
```

=====

#3
DFT (ωB97M-V/def2-TZVPD) results for one molecule with the formula C4H4N2.

Summary:
net charge = 0
SMILES string = c1cnccn1
HOMO energy = -9.234 eV

The geometry in XYZ format:
```
10
C4H4N2 (ωB97M-V/def2-TZVPD)
C -1.28095 0.40957 0.18351
C -0.36476 0.47635 1.21657
N 0.77980 -0.10105 0.97956
C 1.21747 -0.58564 -0.15045
C 0.43324 -0.30109 -1.25126
N -0.77924 0.09975 -0.97946
H -2.34341 0.60151 0.23391
H -0.50304 0.92905 2.18931
H 2.14051 -1.14733 -0.12886
H 0.70038 -0.38112 -2.29283
```

=====

Winner for stability: #2

=====

#1
DFT (ωB97M-V/def2-TZVPD) results for one molecule with the formula C2H3BrO.

Summary:
net charge = 0
SMILES string = O=CCBr
HOMO energy = -10.333 eV

The geometry in XYZ format:
```
7
C2H3BrO (ωB97M-V/def2-TZVPD)
O -0.69519 -0.74585 1.75850
C -0.00648 -0.26084 0.86587
C -0.13435 -0.03427 -0.66272
Br 0.75558 1.65511 -1.02997
H 0.92076 0.07741 1.23340
H 0.38122 -0.75451 -1.37033
H -1.22154 0.06295 -0.79475
```

=====

#2
DFT (ωB97M-V/def2-TZVPD) results for one molecule with the formula C2H3BrO.

Summary:
net charge = 0
SMILES string = CC(=O)Br
HOMO energy = -10.549 eV

The geometry in XYZ format:
```
7
C2H3BrO (ωB97M-V/def2-TZVPD)
C 0.11780 0.14802 -0.02050
C 0.64324 1.68842 -0.34588
O 1.78494 1.99573 -0.46997
Br -0.76397 3.02946 -0.62069
H 0.41695 -0.22319 0.90665
H 0.77680 -0.50536 -0.70942
H -0.90239 -0.06051 -0.42164
```

=====

Winner for stability: #2

=====

#1
DFT (ωB97M-V/def2-TZVPD) results for a 2-piece molecular cluster, C5H14 overall.

Summary:
net charge = 0
SMILES string = CCC.CC
HOMO energy = -10.707 eV

The geometry in XYZ format:
```
19
C5H14 (ωB97M-V/def2-TZVPD)
C 1.00605 -2.35957 -0.04695
C 0.02554 -1.12876 -0.17658
C -1.44933 -1.30090 -0.31052
H 1.94551 -1.95573 0.27737
H 0.71902 -2.98225 0.73285
H 1.04199 -2.81319 -1.06819
H 0.46048 -0.46435 -1.13555
H 0.22039 -0.34913 0.60756
H -1.91159 -1.45395 0.75765
H -1.86293 -2.04595 -1.13392
H -1.79929 -0.28743 -0.58037
C 0.89525 2.04624 0.52501
C -0.47928 2.51485 0.02198
H 1.77797 2.73603 0.42436
H 0.80837 1.73161 1.50028
H 1.23414 1.27025 -0.10959
H -0.51142 3.45150 -0.50707
H -0.90150 1.83097 -0.76409
H -1.21054 2.70048 0.92104
```

=====

#2
DFT (ωB97M-V/def2-TZVPD) results for a 2-piece molecular cluster, C5H14 overall.

Summary:
net charge = 0
SMILES string = CCC.CC
HOMO energy = -10.558 eV

The geometry in XYZ format:
```
19
C5H14 (ωB97M-V/def2-TZVPD)
C -2.10837 -0.40021 -0.69571
C -1.12520 -0.15059 -1.94255
C -0.52996 1.32968 -1.77435
H -2.17036 0.54842 -0.09188
H -1.45054 -1.07340 -0.05560
H -3.11011 -0.80523 -0.87715
H -0.24504 -0.92673 -1.91875
H -1.53215 -0.33566 -2.95782
H 0.06565 1.58488 -1.10444
H -0.12281 1.34727 -2.86255
H -1.54450 2.08685 -1.79946
C 2.10814 0.36752 1.90113
C 1.43078 -1.02281 2.12212
H 3.06376 0.14625 1.48698
H 1.32184 0.87714 1.23317
H 2.18970 0.89741 2.83928
H 0.74914 -1.42833 1.18547
H 2.02404 -1.88193 2.13031
H 0.98597 -1.16050 3.18181
```

=====

Winner for stability: #1

=====

#1
DFT (ωB97M-V/def2-TZVPD) results for a 2-piece molecular cluster, C5H14 overall.

Summary:
net charge = 0
SMILES string = CCC.CC
HOMO energy = -11.042 eV

The geometry in XYZ format:
```
19
C5H14 (ωB97M-V/def2-TZVPD)
C 2.56686 0.62278 -0.34384
C 2.08335 -0.62140 -1.05647
C 1.05809 -1.45095 -0.27771
H 3.42088 0.44997 0.30492
H 1.77168 1.26685 0.02118
H 2.95385 1.34913 -1.08533
H 1.72510 -0.45286 -2.07876
H 2.93078 -1.24352 -1.35992
H 1.48593 -2.34352 0.18400
H 0.67941 -0.95165 0.61403
H 0.22816 -1.75830 -0.90850
C -2.16863 0.24518 0.59078
C -3.32725 1.14141 0.98700
H -1.45869 0.69651 -0.10512
H -1.55885 -0.05210 1.45544
H -2.44192 -0.70255 0.13551
H -3.00469 2.15511 1.21087
H -3.91456 0.71691 1.79615
H -3.97653 1.27405 0.11437
```

=====

#2
DFT (ωB97M-V/def2-TZVPD) results for a 2-piece molecular cluster, C5H14 overall.

Summary:
net charge = 0
SMILES string = CCC.CC
HOMO energy = -11.010 eV

The geometry in XYZ format:
```
19
C5H14 (ωB97M-V/def2-TZVPD)
C 1.06310 -1.63209 1.44908
C -0.32631 -1.57908 0.87988
C -0.48953 -1.65524 -0.68493
H 1.63732 -2.45298 0.95119
H 1.80401 -0.87456 1.18560
H 1.15062 -1.97485 2.47596
H -0.81851 -0.68388 1.28377
H -0.96896 -2.40022 1.19684
H -1.45837 -1.26222 -0.94174
H -0.42684 -2.72979 -0.85088
H 0.32036 -1.14614 -1.19581
C -0.65468 2.21993 -1.34973
C 0.25327 2.32227 -0.12875
H -0.97857 1.18346 -1.44060
H -1.51557 2.88205 -1.26936
H -0.13427 2.52306 -2.25429
H 0.79503 3.28035 -0.14259
H 1.03031 1.57378 0.02178
H -0.28242 2.40615 0.81460
```

=====

#3
DFT (ωB97M-V/def2-TZVPD) results for a 2-piece molecular cluster, C5H14 overall.

Summary:
net charge = 0
SMILES string = CCC.CC
HOMO energy = -11.420 eV

The geometry in XYZ format:
```
19
C5H14 (ωB97M-V/def2-TZVPD)
C -0.39575 1.22357 -0.98967
C 0.74435 1.73581 -0.14020
C 0.26821 2.40879 1.13466
H -0.86601 0.30703 -0.62377
H -0.15711 0.88909 -2.00618
H -1.17755 1.96374 -1.10506
H 1.37614 0.91459 0.20201
H 1.39179 2.39354 -0.72229
H -0.30061 1.73004 1.76961
H 1.11459 2.71437 1.76564
H -0.32136 3.32669 1.02159
C 0.23483 -2.44622 -0.68343
C -0.64186 -2.43405 0.58636
H 0.89966 -1.59179 -0.74781
H 0.85700 -3.31608 -0.64292
H -0.45203 -2.44729 -1.52398
H -1.14341 -3.39659 0.66414
H -1.39290 -1.64949 0.55258
H -0.03798 -2.32576 1.48873
```

=====

Winner for stability: #3

=====

#1
DFT (ωB97M-V/def2-TZVPD) results for a 2-piece molecular cluster, C5H14 overall.

Summary:
net charge = 0
SMILES string = CCC.CC
HOMO energy = -11.165 eV

The geometry in XYZ format:
```
19
C5H14 (ωB97M-V/def2-TZVPD)
C -0.34295 0.85463 2.03338
C 0.79032 0.21061 1.20752
C 2.15809 0.86676 1.35255
H -0.88262 1.55791 1.39772
H -1.01257 0.10796 2.45898
H 0.02223 1.41636 2.89120
H 0.92728 -0.82057 1.54722
H 0.37084 0.16567 0.20469
H 2.13067 1.76838 1.96502
H 2.92653 0.13570 1.58630
H 2.57585 1.31860 0.43265
C -1.73955 -1.14866 -1.66777
C -0.65245 -0.78156 -2.66233
H -2.64678 -1.62578 -2.03670
H -1.44611 -1.81415 -0.85108
H -2.05569 -0.24046 -1.14315
H -1.06995 -0.08297 -3.38595
H -0.21526 -1.65043 -3.15129
H 0.16212 -0.23802 -2.17895
```

=====

#2
DFT (ωB97M-V/def2-TZVPD) results for a 2-piece molecular cluster, C5H14 overall.

Summary:
net charge = 0
SMILES string = CCC.CC
HOMO energy = -10.588 eV

The geometry in XYZ format:
```
19
C5H14 (ωB97M-V/def2-TZVPD)
C -0.52399 -2.15985 1.04476
C 0.91915 -1.73534 1.08107
C 1.43755 -0.29862 1.14992
H -1.06676 -2.21594 2.00961
H -0.83080 -3.13138 0.52915
H -1.24608 -1.40785 0.39690
H 1.53915 -2.14496 1.91376
H 1.36280 -2.13289 0.06565
H 1.05081 -0.03426 2.13646
H 2.38815 -0.07307 1.10943
H 0.87561 0.33187 0.37533
C -0.85451 1.56653 -2.23763
C -0.56760 2.13916 -0.72383
H -0.00440 0.94276 -2.51788
H -1.95715 1.12429 -2.29195
H -0.90480 2.38370 -2.91530
H 0.43011 2.27188 -0.43862
H -0.99056 1.52934 0.10263
H -1.05669 3.04462 -0.78947
```

=====

Winner for stability: #1